No. 1
Below is C31H37CoN7O2SSbSe as an isolated structure, with properties calculated with ωB97M-V/def2-TZVPD.

Calculated values
- Energy relative to the best compared isomer or geometry (same formula, charge and spin): 17.1 kcal/mol
- Total charge: +2
- Orbital gap (alpha / beta): 6.881 / 6.882 eV
- HOMO level (alpha / beta): -12.970 / -12.970 eV

CARTESIAN COORDINATES (ANGSTROEM)
Sb 0.232 -2.616 1.141
Se -1.417 1.028 -1.650
Co -0.953 -0.748 0.035
S -1.953 -2.408 -1.184
O 0.871 -0.844 -0.737
O 3.305 2.431 0.386
N -3.771 -0.913 -2.488
N -1.219 3.285 0.134
N -2.174 -1.927 -3.819
N -2.269 -0.636 1.508
N -0.060 0.480 1.095
N 1.151 0.926 0.685
N 0.247 3.359 -1.462
C 2.148 -2.816 3.500
C 1.408 -3.904 -0.039
C -0.449 -5.226 2.594
C -2.669 0.528 3.569
C -3.870 -0.146 3.721
C -0.503 4.465 0.333
C -3.873 -0.525 -4.782
C 2.783 0.531 -1.041
C 0.430 4.509 -0.690
C -2.664 -1.685 -2.614
C 5.108 1.123 -2.443
C 0.272 6.536 1.138
C -0.746 2.630 -0.938
C -4.250 -1.070 2.759
C 1.317 5.568 -0.832
C -4.378 -0.318 -3.530
C 1.053 3.037 -2.635
C -0.609 5.480 1.274
C -3.425 -1.287 1.669
C -0.975 -3.799 2.429
C 1.549 0.181 -0.352
C 3.161 -0.231 -2.161
C 3.593 1.610 -0.639
C -0.594 0.869 2.195
C 1.219 6.579 0.104
C 1.723 -1.818 2.421
C 4.305 0.057 -2.863
C -2.766 -1.368 -4.870
C 4.761 1.888 -1.351
C -1.890 0.258 2.455
C 0.698 -4.606 -1.192
H 6.019 1.354 -2.981
H 0.374 -3.894 -1.948
H -4.320 -0.068 -5.651
H 4.587 -0.534 -3.723
H 2.048 5.602 -1.628
H 5.379 2.710 -1.017
H 0.866 3.772 -3.416
H 2.476 -3.768 3.079
H 1.884 7.428 0.036
H -0.178 -5.164 -0.858
H 2.488 2.120 0.822
H 0.781 2.047 -2.986
H -4.495 0.043 4.583
H 2.556 -1.570 1.762
H 1.804 -4.613 0.693
H 0.558 -5.247 3.010
H 0.227 7.354 1.843
H -4.135 -0.785 -1.552
H 2.105 3.051 -2.358
H 1.345 -3.019 4.209
H 2.516 -1.046 -2.463
H 2.226 -3.272 -0.383
H -0.998 -3.256 3.377
H -0.095 1.554 2.871
H -5.174 -1.624 2.848
H 1.361 -0.891 2.859
H -0.440 -5.763 1.645
H -1.091 -5.785 3.276
H -2.001 2.953 0.671
H -3.664 -2.014 0.905
H -2.335 -1.608 -5.836
H -1.344 5.455 2.068
H -1.982 -3.790 2.011
H 1.375 -5.317 -1.666
H -5.244 0.290 -3.311
H -2.326 1.244 4.304
H 2.989 -2.416 4.067



No. 2
Below is C24H43NP2Sn as an isolated structure in a non-equilibrium geometry, with properties calculated with ωB97M-V/def2-TZVPD.

Calculated values
- Energy relative to the best compared isomer or geometry (same formula, charge and spin): 99.5 kcal/mol
- Orbital gap: 4.392 eV
- HOMO level: -4.514 eV

CARTESIAN COORDINATES (ANGSTROEM)
Sn -1.950 1.674 1.619
P 0.016 -3.495 -0.189
P -1.391 -1.730 -3.379
N -0.496 4.031 4.646
C 1.106 2.247 0.817
C 0.456 0.451 -2.806
C 2.481 2.406 1.011
C -0.956 -0.693 -0.877
C 0.696 2.421 3.173
C -2.045 3.572 0.458
C 1.377 -4.676 -0.478
C -0.745 -3.388 -2.998
C -1.098 4.870 3.649
C -0.709 -0.355 -2.432
C 0.236 2.134 1.893
C 2.969 2.627 2.294
C 0.434 4.720 5.503
C -1.061 -3.996 -1.618
C -0.810 -4.143 1.281
C 2.043 -1.395 -2.278
C 0.208 -0.726 0.120
C -0.232 2.632 4.345
C -0.878 -1.475 -5.091
C -3.181 -1.885 -3.332
C 2.079 2.616 3.369
C 1.146 -1.978 0.011
C 2.252 -1.709 -0.895
C 1.848 0.146 -2.560
H 0.802 0.181 0.011
H -1.499 -1.660 -0.784
H 3.161 2.378 0.154
H 1.390 4.955 4.984
H -2.045 4.451 3.286
H 2.155 -4.562 0.285
H 2.844 -1.798 -2.922
H -2.127 -3.887 -1.357
H -0.208 -0.654 1.143
H 3.260 -1.666 -0.493
H 1.632 -2.144 1.000
H -3.531 -2.430 -2.446
H -1.550 0.346 -2.681
H -1.205 2.131 4.200
H -1.699 0.041 -0.502
H 2.447 0.413 -3.453
H 1.820 -4.506 -1.467
H -1.906 -4.084 1.198
H 2.279 0.731 -1.722
H -2.224 3.275 -0.581
H -1.281 5.850 4.116
H -0.434 5.033 2.780
H 1.110 -1.913 -2.570
H 0.737 2.164 -0.218
H 0.232 2.214 5.256
H -2.893 4.132 0.872
H -0.491 -3.633 2.199
H 0.189 -1.704 -5.207
H 0.951 -5.683 -0.438
H -3.683 -0.911 -3.378
H -0.534 -5.205 1.365
H 4.037 2.816 2.463
H 0.332 -3.417 -3.208
H -3.478 -2.462 -4.220
H -0.025 5.677 5.809
H 2.449 2.770 4.380
H -0.906 -5.087 -1.706
H -1.109 4.144 0.546
H -1.177 -4.035 -3.781
H 0.660 4.114 6.396
H 0.242 1.320 -3.436
H -1.061 -0.438 -5.406
H -1.459 -2.159 -5.724



No. 3
Below is C32H47N8OPmS as an isolated structure in a non-equilibrium geometry, with properties calculated with ωB97M-V/def2-TZVPD.

Calculated values
- Spin multiplicity: 5
- Total charge: +2
- Expectation value of S²: 6.0049
- Orbital gap (alpha / beta): 8.084 / 8.110 eV
- HOMO level (alpha / beta): -13.679 / -13.671 eV

CARTESIAN COORDINATES (ANGSTROEM)
Pm 0.443 -0.332 0.761
S -1.027 1.856 1.674
O 0.890 -0.379 2.870
N -0.982 0.699 -1.080
N 1.766 1.137 -0.914
N 1.276 -1.681 -1.250
N 0.960 1.826 3.578
N -1.402 -1.632 -0.017
N -0.726 -1.360 -3.428
N -0.969 2.872 4.153
N -0.255 -3.326 1.013
C -2.253 4.834 3.366
C -1.064 -1.184 -4.513
C -1.567 -1.007 -5.905
C 3.688 -0.542 3.426
C 5.073 -0.575 3.356
C 0.907 2.323 -1.176
C -3.366 1.160 -1.577
C 2.237 -3.025 1.342
C -0.321 2.173 3.252
C -1.426 -2.889 0.393
C 2.465 -1.055 -1.851
C -0.412 -0.494 -6.772
C 5.111 1.788 2.878
C -0.510 1.961 -1.651
C -0.806 2.146 6.518
C 0.316 -4.651 0.833
C 5.782 0.587 3.073
C 1.328 -3.141 -1.031
C -2.318 3.431 3.939
C 1.527 0.715 3.256
C -2.059 -2.368 -6.412
C -2.211 0.354 -1.083
C -3.650 -1.733 -0.722
C -3.698 -3.058 -0.255
C 1.114 -3.463 0.431
C 3.728 1.828 2.967
C -2.714 0.009 -5.871
C -2.593 -3.655 0.307
C 2.110 0.389 -2.152
C -2.472 -1.044 -0.577
C -0.375 3.161 5.477
C 3.011 0.661 3.231
H 0.407 -1.212 -6.804
H -4.621 -3.616 -0.345
H -0.030 0.460 -6.407
H -1.725 5.518 4.031
H -2.907 -2.727 -5.829
H 0.569 -5.181 1.743
H -3.018 0.231 -6.895
H 5.667 2.693 2.674
H -1.268 -3.116 -6.376
H -1.745 4.830 2.401
H 3.078 -3.710 1.228
H 0.838 2.873 -0.241
H -2.614 -4.672 0.673
H 5.603 -1.501 3.534
H 3.128 -1.432 3.678
H -3.176 2.226 -1.475
H -2.871 2.760 3.291
H 2.296 -3.548 -1.333
H -3.260 5.225 3.220
H 6.863 0.559 3.021
H -1.891 2.099 6.619
H -0.535 1.849 -2.738
H 1.234 0.400 -2.803
H -0.394 2.418 7.490
H 2.627 -2.031 1.092
H -2.807 3.419 4.913
H 3.192 2.762 2.847
H -2.407 0.946 -5.403
H 2.630 1.492 -0.517
H -0.693 4.170 5.737
H -4.274 0.916 -1.031
H -3.579 -0.388 -5.339
H 1.912 -3.024 2.379
H -0.778 -0.347 -7.788
H -0.106 -5.252 0.034
H 2.922 0.885 -2.688
H 0.564 -3.626 -1.641
H -0.440 1.151 6.260
H -4.514 -1.277 -1.184
H -1.165 2.799 -1.402
H -3.542 0.950 -2.637
H 1.364 2.982 -1.920
H 3.311 -1.110 -1.160
H -2.378 -2.257 -7.449
H 0.510 -1.511 -1.902
H 2.760 -1.553 -2.779
H 0.705 3.164 5.365